61
Properties=species:S:1:pos:R:3:forces:R:3 method="wB97M-V/def2-TZVPD" multiplicity=1 e_tot_ev=-63991.124 total_charge=+1 fmax_ev_per_a=2.70
C 4.480068 -1.465265 -2.039891 -0.16 0.04 0.07
C 4.104987 -0.182822 -1.626773 -0.12 -0.14 0.18
C 2.949682 -0.002477 -0.857849 -0.14 -0.13 -0.12
C 2.115496 -1.100729 -0.578244 0.61 0.42 0.03
P 0.540031 -0.974753 0.306192 -1.00 -1.30 0.23
C -0.856558 -1.534281 -0.681459 -0.16 -0.52 -0.32
C -2.115338 -1.637849 -0.054040 0.34 -0.60 0.17
C -3.198380 -2.167482 -0.750464 0.06 0.12 0.21
C -3.039679 -2.591837 -2.067407 0.17 0.02 -0.22
C -1.799609 -2.477699 -2.703507 0.10 -0.05 0.07
C -0.706848 -1.943794 -2.012016 -0.11 -0.10 0.06
C 0.642248 -2.163042 1.675503 0.13 0.04 0.32
C 1.400427 -1.815069 2.804985 0.09 -0.41 0.00
C 1.694840 -2.782588 3.770686 -0.21 0.07 -0.25
C 1.204751 -4.086673 3.621308 0.00 0.13 -0.14
C 0.396856 -4.419350 2.529943 0.09 0.29 0.00
C 0.106839 -3.455878 1.560149 0.12 0.04 0.00
C 0.036740 0.676321 1.029832 1.67 -1.09 0.60
C -0.874243 0.452653 2.158294 -0.67 -0.27 2.60
N -1.519554 0.325277 3.125917 1.34 0.18 -2.31
C 2.533773 -2.393069 -0.946269 -0.07 0.06 -0.05
C 3.713747 -2.575315 -1.673118 -0.33 0.25 0.20
H 5.379784 -1.607140 -2.641896 -0.27 0.08 0.22
H 4.713499 0.680605 -1.905205 -0.19 -0.30 0.19
H 2.682442 0.991334 -0.491190 0.15 -0.30 -0.29
H -2.231280 -1.366385 0.999865 0.00 -0.17 -0.47
H -4.166977 -2.235018 -0.247322 0.35 -0.05 -0.23
H -3.889453 -3.018355 -2.603579 0.27 0.13 0.14
H -1.668933 -2.816192 -3.735006 -0.09 0.15 0.39
H 0.262651 -1.848953 -2.504261 -0.28 -0.04 0.10
H 1.768125 -0.795046 2.923742 0.05 -0.26 0.01
H 2.313300 -2.519710 4.630239 -0.24 -0.08 -0.25
H 1.455822 -4.849913 4.359541 -0.09 0.26 -0.19
H 0.000116 -5.430117 2.414869 0.12 0.35 0.10
H -0.536571 -3.715339 0.717963 0.26 0.06 0.18
H 1.009485 1.086532 1.383319 -0.61 0.02 0.17
H 1.930654 -3.253879 -0.654071 0.17 0.15 -0.15
H 4.018616 -3.584542 -1.949209 -0.06 0.31 0.05
C -0.421091 5.461391 2.051074 0.25 -0.01 -0.02
C 0.630618 5.061330 1.217921 -0.18 -0.24 -0.12
C 0.547860 3.847751 0.523426 0.22 0.51 0.58
C -0.565732 3.032648 0.703690 0.35 -0.48 -0.19
C -0.590545 1.620684 0.064357 -1.08 1.82 -0.77
S -2.356446 1.177580 -0.144121 -0.70 0.23 -0.25
C -2.490262 1.048362 -1.934177 -0.31 -0.08 0.31
C -2.188239 2.402853 -2.568603 -0.50 -0.37 -0.29
C -0.746769 2.828648 -2.340163 0.72 0.21 -0.81
S 0.237543 1.566233 -1.534302 0.55 0.24 0.29
C -1.606182 3.418746 1.540099 -0.10 0.46 0.38
C -1.536065 4.640300 2.216744 0.11 -0.16 -0.15
H -0.344879 6.411804 2.582236 -0.09 -0.30 -0.14
H 1.525674 5.678076 1.107750 -0.38 -0.11 0.02
H 1.366419 3.538570 -0.132904 -0.30 0.10 0.22
H -1.848425 0.219462 -2.251123 -0.23 0.43 -0.27
H -3.529135 0.739541 -2.080184 0.06 0.14 -0.10
H -2.386661 2.336756 -3.640358 -0.03 0.08 0.00
H -2.861695 3.154715 -2.143532 0.04 -0.19 -0.11
H -0.196866 2.947310 -3.292458 -0.37 0.15 0.35
H -0.656187 3.766251 -1.785917 0.02 -0.19 -0.06
H -2.479146 2.773084 1.673215 0.41 0.42 0.03
H -2.355350 4.925740 2.877759 0.28 0.00 -0.19



69
Properties=species:S:1:pos:R:3:forces:R:3 method="wB97M-V/def2-TZVPD" multiplicity=1 total_charge=-1 e_above_lowest_ev=0.090 fmax_ev_per_a=0.12
Ag 0.356097 0.010511 -0.266992 0.05 -0.01 -0.04
Cl -6.423100 1.661880 1.685134 -0.02 0.00 0.01
C -4.932615 1.469086 0.785326 0.02 -0.04 -0.01
C -4.388312 2.570774 0.105303 0.02 0.01 -0.01
C -3.220936 2.441148 -0.591530 -0.02 0.03 0.01
C -2.495288 1.202405 -0.668276 -0.02 -0.05 0.07
O -1.394365 1.142302 -1.290180 0.03 0.04 -0.05
C -3.105756 0.086256 0.010668 0.02 -0.06 0.01
C -2.560428 -1.244206 0.002473 0.06 0.05 -0.08
N -1.517545 -1.639805 -0.639025 -0.04 -0.02 0.11
C -1.202114 -2.994229 -0.599837 0.00 -0.02 -0.02
C -2.141428 -3.985853 -0.773077 0.05 0.00 0.02
C -1.780987 -5.349445 -0.751056 -0.02 0.01 0.00
C -0.484386 -5.728770 -0.565503 0.01 0.01 0.01
C 0.519746 -4.740858 -0.410842 -0.05 0.01 -0.02
C 1.883666 -5.059763 -0.224701 0.04 0.00 0.01
C 2.800719 -4.059977 -0.095673 0.01 -0.01 0.00
C 2.360883 -2.719899 -0.158547 -0.05 0.00 -0.02
N 1.103836 -2.392251 -0.319756 0.02 0.01 0.03
C 0.173097 -3.372510 -0.441187 -0.01 0.00 -0.01
C -4.303011 0.258906 0.735214 0.00 0.04 0.00
H -4.900448 3.524423 0.146660 0.00 0.00 0.00
H -2.784490 3.290421 -1.101764 0.00 -0.01 0.00
H -3.105731 -1.971027 0.621938 -0.04 0.01 0.00
H -3.170556 -3.702867 -0.953150 -0.01 -0.01 0.00
H -2.551272 -6.098854 -0.886660 0.00 0.00 0.00
H -0.203470 -6.774948 -0.540991 0.00 0.00 0.00
H 2.180965 -6.101967 -0.188392 0.00 0.00 0.00
H 3.852506 -4.268584 0.047318 0.00 0.00 0.00
H 3.058814 -1.892519 -0.081423 0.00 0.00 0.00
H -4.729731 -0.592921 1.253483 -0.01 0.00 0.00
Br 5.690316 -0.020807 0.770397 -0.01 -0.01 -0.01
C 4.268287 0.291790 1.989851 0.00 -0.01 0.01
C 4.575671 0.421415 3.345057 -0.01 0.01 0.01
C 3.590550 0.628312 4.270075 0.00 0.00 -0.03
Br 4.076625 0.830450 6.100916 0.00 0.00 0.00
C 2.234392 0.693639 3.870892 0.02 0.01 0.02
C 1.151572 0.910771 4.751049 -0.01 0.00 -0.01
C -0.122871 0.976041 4.263897 0.02 0.00 0.00
C -0.330104 0.805139 2.884298 0.00 0.02 0.02
N 0.655729 0.599360 2.046921 -0.04 -0.01 -0.03
C 1.929548 0.555304 2.494245 -0.02 0.01 -0.02
C 2.965442 0.384363 1.467097 0.01 0.02 0.00
O 2.689975 0.332843 0.235847 -0.01 -0.01 0.03
H 5.609080 0.361634 3.658972 0.00 0.00 0.00
H 1.349342 1.033888 5.807407 -0.01 0.00 0.00
H -0.966572 1.151471 4.917951 0.00 0.00 0.00
H -1.329653 0.842732 2.461793 0.00 -0.01 0.00
C 4.223085 3.431664 0.213139 0.00 0.02 0.01
Ge 3.012377 4.696800 1.071691 0.02 -0.02 0.00
C 2.293651 4.007254 2.752272 0.01 0.02 0.00
C 4.025087 6.347400 1.441662 -0.02 0.00 0.00
C 1.505995 5.172533 -0.097479 0.03 -0.01 0.01
Se 0.247681 3.715733 -0.471069 0.01 0.08 0.02
C 1.280408 2.838380 -1.861103 -0.03 -0.07 0.01
H 5.089067 3.256541 0.854538 0.00 0.01 0.00
H 4.577122 3.837532 -0.736824 0.00 -0.01 0.00
H 3.746313 2.469662 0.028169 -0.01 0.01 -0.01
H 3.069809 3.508087 3.335408 -0.01 0.00 0.00
H 1.498442 3.289626 2.549226 0.00 0.00 -0.02
H 1.879328 4.822955 3.348293 0.01 0.00 0.00
H 4.864676 6.138836 2.107299 -0.01 -0.01 0.00
H 3.390055 7.096149 1.918683 0.00 0.00 0.00
H 4.421614 6.772745 0.517911 0.00 0.00 0.00
H 1.848252 5.582612 -1.049850 0.00 0.00 0.00
H 0.918707 5.953294 0.390677 -0.01 -0.01 0.01
H 2.091905 2.252473 -1.436540 0.02 0.01 0.01
H 1.658072 3.585687 -2.557593 0.00 0.00 0.00
H 0.576864 2.179535 -2.365732 -0.01 0.00 -0.01



73
Properties=species:S:1:pos:R:3:forces:R:3 method="wB97M-V/def2-TZVPD" multiplicity=1 total_charge=-1 e_above_lowest_ev=1.942 fmax_ev_per_a=0.66
Ag 0.044617 -1.476930 2.094273 -0.07 -0.02 -0.10
O 1.378227 -4.317216 5.764500 -0.02 -0.04 0.06
C 0.370122 -5.201765 5.779486 0.00 0.00 -0.01
C 0.335635 -6.143592 6.811770 0.00 -0.01 0.01
C -0.682808 -7.073658 6.874827 -0.02 -0.02 0.00
C -1.689573 -7.087784 5.912700 0.02 0.03 -0.01
C -1.655339 -6.156827 4.889160 0.01 -0.01 0.00
C -0.638495 -5.207554 4.798423 0.02 0.03 -0.02
C -0.605629 -4.203428 3.686324 -0.14 -0.20 0.01
O 0.337505 -3.368812 3.674041 -0.01 0.07 0.02
N -1.598772 -4.325029 2.791898 0.18 0.12 0.05
N -1.536318 -3.350080 1.870138 -0.05 0.02 -0.08
C -2.355916 -3.416129 0.890421 0.07 0.17 -0.03
C -2.343159 -2.378589 -0.148298 -0.02 -0.08 0.13
C -3.123338 -2.529483 -1.300811 -0.05 -0.10 0.03
C -3.071630 -1.568432 -2.288035 -0.01 0.03 -0.08
C -2.240799 -0.468282 -2.117091 0.01 -0.07 0.05
C -1.512352 -0.392591 -0.937463 -0.04 0.02 -0.08
N -1.567026 -1.302308 0.019994 0.05 -0.02 0.04
H 1.196744 -3.736834 4.970604 0.00 0.01 -0.07
H 1.123501 -6.117410 7.554051 0.00 0.01 -0.01
H -0.696141 -7.796150 7.683238 0.01 0.00 0.00
H -2.489276 -7.815657 5.965663 0.00 0.00 -0.01
H -2.418256 -6.137057 4.123359 0.00 0.00 0.01
H -3.053876 -4.249228 0.806946 -0.04 0.01 -0.05
H -3.749136 -3.407440 -1.404959 0.00 0.01 -0.01
H -3.665365 -1.675693 -3.188528 0.00 -0.01 0.01
H -2.162645 0.303675 -2.871786 0.00 -0.02 0.00
H -0.841143 0.441544 -0.751275 -0.02 -0.02 -0.03
C -2.870025 3.043736 -1.832205 -0.01 0.03 0.05
C -2.211142 3.951838 -0.802190 -0.01 0.02 -0.01
N -1.290949 3.243189 0.074777 -0.25 -0.02 0.06
C -1.801878 2.691911 1.239928 0.11 -0.05 -0.12
C -1.141722 1.870155 2.071380 0.19 -0.09 -0.10
C -1.952133 1.188299 3.192443 0.05 0.14 0.08
O -2.823414 1.901875 3.721571 0.02 -0.10 -0.10
O -1.653062 -0.005519 3.367082 0.04 -0.12 0.03
C 0.262884 1.596279 1.813624 0.46 -0.28 0.38
O 1.022614 0.956000 2.536055 -0.37 0.35 -0.26
C 0.803369 2.178400 0.546353 -0.09 -0.02 0.13
C 2.126099 1.893819 0.216374 -0.08 0.06 -0.13
C 2.630477 2.323964 -0.982286 -0.30 -0.09 -0.08
F 3.889572 2.054497 -1.356138 0.24 0.15 0.00
C 1.800606 2.982421 -1.882681 0.20 -0.02 0.08
C 0.492272 3.290138 -1.575844 0.04 0.12 0.02
C -0.018844 2.925808 -0.318051 0.16 0.04 -0.08
N 2.264140 3.210529 -3.258571 -0.02 0.02 -0.06
C 2.427671 1.913680 -4.009417 0.11 0.01 -0.06
C 2.436848 2.226093 -5.518925 -0.05 0.01 0.10
N 2.613733 3.667962 -5.682922 0.00 0.04 0.07
C 3.792787 4.127525 -4.959126 0.00 -0.06 -0.01
C 3.493128 4.059300 -3.446808 -0.18 0.04 0.01
H -3.557378 3.611935 -2.461467 0.00 0.00 0.00
H -3.428584 2.253870 -1.329877 0.01 -0.02 -0.03
H -2.128152 2.565453 -2.472865 -0.01 0.01 0.00
H -2.969333 4.399705 -0.161015 0.00 0.01 -0.01
H -1.684897 4.780157 -1.281333 0.03 0.02 0.01
H -2.830541 2.937430 1.476230 0.00 0.06 -0.05
H 2.721725 1.294655 0.890736 0.00 -0.06 0.07
H -0.121874 3.791208 -2.314443 -0.02 -0.02 0.02
H 1.609008 1.264187 -3.713345 0.01 -0.05 0.00
H 3.357439 1.474784 -3.651409 -0.06 -0.10 0.02
H 1.486457 1.941973 -5.969263 0.01 -0.02 -0.01
H 3.230361 1.641106 -5.996321 0.01 -0.01 0.02
H 1.535548 3.735897 -3.747979 -0.08 -0.13 -0.01
H 2.647986 3.922627 -6.658848 0.01 0.02 -0.01
H 4.013109 5.153695 -5.244882 0.01 0.02 0.02
H 4.677553 3.519543 -5.184806 0.01 -0.01 0.01
H 3.260729 5.029442 -3.012324 -0.01 0.03 -0.04
H 4.301838 3.606473 -2.891509 0.06 -0.08 0.12
S 4.100089 -1.181743 -1.222855 0.22 0.10 -0.28
C 2.698740 -1.369421 -0.372423 -0.51 -0.11 0.16
N 1.697788 -1.506138 0.212007 0.10 0.24 0.15